ORCA calculation (ωB97M-V/def2-TZVPD) on C12H29CrNO2S2 as an isolated structure at a distorted geometry.

Element x y z (Å)
Cr1 0.13 -0.11 0.04
S1 2.49 -0.62 0.72
S2 -1.73 1.57 0.54
C1 2.99 0.54 2.04
C2 3.12 0.26 -0.75
C3 2.43 1.58 -1.05
N1 0.95 1.39 -1.15
C4 0.20 2.68 -1.19
C5 -1.29 2.43 -1.02
H1 2.99 -0.43 -1.60
H2 4.19 0.43 -0.58
H3 2.79 1.97 -2.01
H4 2.65 2.34 -0.28
H5 0.39 3.15 -2.17
H6 0.58 3.36 -0.43
H7 -1.67 1.81 -1.84
H8 -1.83 3.37 -1.00
C6 -1.27 2.86 1.75
H9 0.80 0.94 -2.06
H10 -0.20 3.10 1.74
H11 -1.54 2.49 2.75
H12 -1.85 3.77 1.55
H13 2.65 0.12 3.00
H14 2.54 1.53 1.91
H15 4.08 0.63 2.07
C7 -0.65 -2.34 -4.34
C8 -1.15 -3.27 -3.50
H16 0.40 -2.36 -4.64
H17 -1.29 -1.58 -4.80
H18 -0.52 -4.07 -3.10
H19 -2.22 -3.31 -3.27
C9 -2.13 -1.54 -0.95
O1 -0.90 -1.74 -0.22
C10 -0.89 -2.71 0.89
C11 -1.16 -2.02 2.22
O2 -0.30 -0.86 2.29
C12 -0.45 -0.11 3.51
H20 -1.91 -0.83 -1.75
H21 -2.92 -1.15 -0.29
H22 -2.38 -2.52 -1.37
H23 -1.66 -3.46 0.67
H24 0.13 -3.14 0.86
H25 -2.20 -1.70 2.28
H26 -0.92 -2.69 3.05
H27 -1.50 0.21 3.65
H28 -0.15 -0.75 4.36
H29 0.20 0.77 3.45

## Properties
DFT total energy	-2519.57686	a.u.
lowest unoccupied orbital energy (alpha / beta)	-13.43 / -11.56	eV
HOMO-LUMO gap (alpha / beta)	4.368 / 6.243	eV
HOMO energy (alpha / beta)	-17.80 / -17.80	eV
net charge	+3
spin multiplicity	4